Record 1
Molecular formula: C31H26AsCl4F6NSSiTl
Method: DFT, wB97M-V/def2-TZVPD

```
! wB97M-V def2-TZVPD RIJCOSX def2/J DEFGRID3
* xyz 0 2
Tl -0.30187 -0.35997 0.04832
N -2.60598 0.51376 0.38356
C -3.58950 -0.42428 -0.01381
C -4.58765 -0.79726 0.87833
C -5.54201 -1.72887 0.51178
C -5.50138 -2.29690 -0.75365
C -4.49188 -1.93683 -1.63010
C -3.51626 -1.00301 -1.27976
C -2.41735 -0.73179 -2.25140
C -2.75033 -0.60968 -3.60394
C -1.78443 -0.59474 -4.59672
C -0.44979 -0.74544 -4.26025
C -0.09333 -0.82339 -2.92196
C -1.05810 -0.77734 -1.91780
H -2.77832 0.90117 1.30576
H -2.51428 1.30530 -0.25009
H -4.61278 -0.34214 1.86117
H -6.31778 -2.00610 1.21295
H -6.24099 -3.02715 -1.05172
H -4.43086 -2.41191 -2.60100
H -3.79737 -0.53878 -3.87276
H -2.07792 -0.48078 -5.63178
H 0.31212 -0.76531 -5.02857
H 0.95693 -0.90207 -2.66749
Cl 0.95984 -3.17491 -0.19068
C 0.76283 -3.86558 1.38945
C 1.32089 -5.11562 1.59544
C 1.21959 -5.70893 2.84046
C 0.56651 -5.04174 3.86349
C 0.02084 -3.79261 3.63516
Cl -0.78809 -3.02112 4.96391
C 0.08897 -3.15112 2.38691
S -0.69034 -1.58558 2.22908
H 1.82585 -5.60940 0.77788
H 1.64675 -6.68656 3.01394
H 0.47477 -5.48021 4.84662
F -0.72897 2.36300 1.06506
As -1.57584 3.92973 1.00951
F -0.89649 4.31898 2.54602
F -0.21984 4.63043 0.20011
F -2.44190 5.40810 0.93590
F -2.22168 3.43499 -0.54796
F -2.91800 3.13929 1.78414
C 4.61181 -2.44841 -0.22879
C 4.32948 -2.37573 1.12608
C 3.48870 -1.37955 1.60874
C 2.91584 -0.45107 0.73677
C 3.20617 -0.54541 -0.62993
C 4.05254 -1.52950 -1.10917
Si 1.81947 0.87613 1.41267
C 2.35638 2.57311 1.07284
C 3.04755 2.94206 -0.08849
C 3.43306 4.25485 -0.28291
C 3.14073 5.21148 0.68214
C 2.47842 4.85879 1.84700
C 2.08008 3.54698 2.03978
H 5.26685 -3.22399 -0.60329
H 4.76046 -3.09431 1.81061
H 3.26953 -1.34016 2.66938
H 2.76295 0.15372 -1.33272
H 4.26980 -1.58838 -2.16769
H 1.30510 0.64319 2.76573
H 3.29959 2.20334 -0.83709
H 3.95638 4.53603 -1.18710
H 3.42446 6.24293 0.51764
H 2.24724 5.60712 2.59256
H 1.53844 3.28322 2.93869
Cl -0.32520 3.48530 -4.76971
C -0.77687 3.40387 -3.05970
Cl 0.32130 2.36493 -2.13047
H -1.77247 2.98575 -2.97918
H -0.72237 4.39611 -2.62788
*
```

The expectation value of S² is 0.759. For the HOMO energy (alpha / beta), the calculation gives -8.30 / -8.59 eV. The lowest unoccupied orbital energy (alpha / beta) is -0.48 / -3.28 eV. The calculation puts the calculated total energy at -184702.0126 eV. The value obtained for the HOMO-LUMO gap (alpha / beta) is 7.819 / 5.307 eV.

Record 2
Molecular formula: C31H26B2Br3F8MnN5O10
Method: DFT, wB97M-V/def2-TZVPD

```
! wB97M-V def2-TZVPD RIJCOSX def2/J DEFGRID3
* xyz 0 6
Mn 11.80642 4.70508 21.15058
B 12.33594 6.59855 22.86356
F 12.02234 6.84627 21.52884
F 13.65942 6.91647 23.01000
F 11.46909 7.27765 23.70277
F 12.12630 5.26453 22.95881
B 12.10825 4.33067 18.52448
F 11.84517 5.46498 19.21453
F 13.35533 4.21700 18.04643
F 11.98426 3.37334 19.49260
F 11.18606 4.07238 17.53663
C 11.93670 8.83906 18.50479
Br 10.59935 10.34207 18.80275
Br 13.79251 9.42151 18.67574
Br 11.64917 7.77604 16.83028
H 11.73975 8.19205 19.35960
C 7.68363 6.31873 14.96586
C 8.44731 5.94988 16.09713
C 7.84261 5.60999 17.29270
C 6.42402 5.57394 17.38716
C 5.65218 5.91334 16.32604
C 6.27236 6.24873 15.10072
N 5.73298 5.09842 18.62407
O 4.63601 4.52415 18.56784
O 6.23152 5.30391 19.70372
H 8.08467 6.55724 13.99186
H 9.50072 5.75407 15.96158
H 8.50073 5.19103 18.03954
H 4.57871 5.88729 16.44158
H 5.63453 6.57168 14.29122
C 11.09086 2.09547 15.00802
C 9.89927 2.75576 14.64584
C 9.56321 2.93993 13.33072
C 10.32546 2.48297 12.29234
C 11.45009 1.68766 12.66335
C 11.89694 1.57125 13.99745
N 10.05101 2.78967 10.86302
O 10.96046 2.50698 10.03433
O 9.02018 3.33012 10.59415
H 11.34165 2.02753 16.05630
H 9.33336 3.11122 15.49424
H 8.71623 3.58833 13.16167
H 11.99692 1.29429 11.81917
H 12.81669 1.02744 14.15471
C 12.04182 5.85055 13.80441
C 12.44388 5.87499 12.45387
C 13.33738 4.93422 11.98276
C 14.09228 4.09638 12.91215
C 13.82466 4.20216 14.27360
C 12.80841 5.12176 14.70315
N 15.07451 3.11633 12.42114
O 15.62939 3.29362 11.41892
O 15.32276 2.13218 13.19011
H 11.33914 6.54528 14.24028
H 11.90546 6.51984 11.77514
H 13.39315 4.87791 10.90566
H 14.24530 3.62697 15.08515
H 12.41210 5.19464 15.70516
C 17.93029 7.19712 20.31491
C 18.37112 5.85696 20.51690
C 17.48175 4.85130 20.64624
C 16.11302 5.22318 20.66259
C 15.66301 6.52056 20.39410
C 16.58155 7.51757 20.26131
N 15.18081 4.13540 20.93020
O 13.94254 4.43407 20.96044
O 15.63612 2.99591 21.10586
H 18.63814 7.86081 19.84070
H 19.40110 5.54657 20.42106
H 17.83765 3.83163 20.64649
H 14.59548 6.68397 20.38627
H 16.24473 8.51552 20.02248
C 12.60781 0.45354 18.15236
C 11.31441 0.82861 18.56129
C 10.66673 0.03527 19.58004
C 11.21472 -1.16805 19.98795
C 12.45711 -1.59767 19.45412
C 13.19478 -0.73179 18.61518
N 10.39074 -2.05028 20.87137
O 11.04817 -2.90536 21.53302
O 9.16187 -1.85470 20.88281
H 13.06802 0.99694 17.34037
H 10.84409 1.69938 18.12891
H 9.69181 0.34782 19.92392
H 12.92485 -2.53592 19.71352
H 14.15242 -1.12803 18.31130
*
```

The expectation value of S² is 8.752. As for the energy relative to the best compared isomer or geometry (same formula, charge and spin): 10.54 kcal per mole. For the HOMO energy (alpha / beta), the calculation gives -9.76 / -9.76 eV. The lowest unoccupied orbital energy (alpha / beta) is -2.31 / -2.39 eV. The calculation puts the calculated total energy at -325031.1436 eV. The value obtained for the HOMO-LUMO gap (alpha / beta) is 7.452 / 7.375 eV.

Record 3
Molecular formula: C31H26B2Br3F8MnN5O10
Method: DFT, wB97M-V/def2-TZVPD

```
! wB97M-V def2-TZVPD RIJCOSX def2/J DEFGRID3
* xyz 0 6
Mn -3.72723 3.60321 8.81573
B -6.28998 4.29492 6.71020
F -7.49272 4.00760 7.35076
F -6.34543 5.49062 5.98036
F -5.25341 4.43755 7.67579
F -5.95010 3.21900 5.88341
B -1.97554 4.15554 7.51488
F -3.00581 3.46201 6.83238
F -0.99732 4.55406 6.63967
F -2.51952 5.19327 8.29726
F -1.61678 3.20147 8.44288
C 1.61875 2.93991 6.32434
Br 3.46492 3.50380 6.74569
Br 1.33850 1.08907 6.90767
Br 1.23044 3.02699 4.39936
H 1.05057 3.69141 6.85084
C 2.34605 6.30001 8.90526
C 3.53660 6.94300 9.18012
C 4.02189 7.91260 8.28770
C 3.34045 8.12805 7.11307
C 2.16080 7.45332 6.83753
C 1.61747 6.55860 7.72256
N 3.81462 9.18595 6.23121
O 3.52624 9.13093 5.05729
O 4.48208 10.06925 6.73598
H 1.86744 5.54793 9.52262
H 4.05138 6.66725 10.08909
H 4.99049 8.35348 8.46783
H 1.58163 7.69406 5.95343
H 0.68298 6.07554 7.47681
C -1.51960 8.40235 6.94213
C -1.87992 9.75209 6.91207
C -1.74519 10.47674 5.73260
C -1.45608 9.83722 4.53011
C -1.15812 8.47560 4.57218
C -1.21942 7.76647 5.74846
N -1.42137 10.55267 3.28634
O -2.00385 11.61887 3.22892
O -0.84805 10.06189 2.33779
H -1.52562 7.81657 7.85273
H -2.12206 10.15060 7.88768
H -1.97380 11.53137 5.81201
H -0.85508 7.99008 3.65447
H -0.73948 6.80061 5.64687
C 0.71779 -0.30140 11.79289
C -0.34986 -0.33954 10.87791
C -1.22234 0.72275 10.84443
C -0.99740 1.87119 11.58747
C 0.14439 1.97360 12.32414
C 1.02013 0.91482 12.43422
N -1.86240 3.04028 11.47758
O -2.78013 3.01082 10.64350
O -1.64156 4.00143 12.14505
H 1.33947 -1.18408 11.84364
H -0.56056 -1.27953 10.38852
H -1.97508 0.81287 10.06679
H 0.36184 2.83658 12.94338
H 1.98563 0.92985 12.91893
C -3.49495 5.59630 3.93118
C -2.17561 5.11397 3.74552
C -1.56699 5.55739 2.60799
C -2.10982 6.44961 1.69329
C -3.45398 6.77777 1.89347
C -4.18401 6.37480 3.00928
N -1.32972 7.01048 0.62205
O -0.25378 6.49636 0.37219
O -1.77634 7.96986 0.01785
H -3.96402 5.32377 4.87186
H -1.65426 4.49232 4.45368
H -0.54231 5.21791 2.46733
H -3.85649 7.57680 1.27780
H -5.20075 6.69923 3.15585
C -1.16223 0.51197 3.64209
C -1.81339 0.82039 4.83352
C -2.66422 -0.13105 5.39151
C -3.04126 -1.26699 4.67842
C -2.43977 -1.52479 3.45598
C -1.51471 -0.64099 2.94303
N -4.16481 -2.11656 5.14605
O -4.83404 -1.62407 6.02534
O -4.34529 -3.16608 4.59347
H -0.50271 1.26003 3.22725
H -1.63865 1.78058 5.29664
H -3.09607 0.00427 6.37460
H -2.81399 -2.38847 2.91943
H -1.08643 -0.76903 1.95794
*
```

The expectation value of S² is 8.752. As for the energy relative to the best compared isomer or geometry (same formula, charge and spin): 0.36 kcal per mole. For the HOMO energy (alpha / beta), the calculation gives -9.68 / -9.68 eV. The lowest unoccupied orbital energy (alpha / beta) is -3.02 / -3.14 eV. The calculation puts the calculated total energy at -325031.5850 eV. The value obtained for the HOMO-LUMO gap (alpha / beta) is 6.660 / 6.542 eV.